Density functional theory data (the ωB97M-V functional and the def2-TZVPD basis) for a molecular structure, C18H18Cl3IrN2O7S3Se in a non-equilibrium geometry.

Geometry as ORCA input:
```
! RIJCOSX wB97M-V def2-TZVPD def2/J DEFGRID3
* xyz -1 2
Ir 0.49 -0.43 0.31
C 3.76 -1.98 0.81
C 3.21 -1.01 1.79
N 2.06 -0.41 1.69
C 1.85 0.44 2.77
C 2.85 0.47 3.67
S 4.11 -0.59 3.18
C 0.60 1.19 2.80
C 0.19 2.07 3.74
S -1.34 2.68 3.32
C -1.36 1.72 1.90
N -0.28 0.99 1.74
C -2.55 1.77 1.01
H 3.06 -2.13 -0.01
H 3.94 -2.95 1.29
H 4.70 -1.62 0.39
H 2.93 1.04 4.58
H 0.70 2.39 4.64
H -3.31 2.47 1.39
H -3.00 0.78 0.94
H -2.28 2.09 0.02
Cl -2.96 -6.65 0.83
C -2.16 -5.21 0.28
C -1.66 -4.30 1.19
C -1.02 -3.17 0.73
Cl -0.39 -2.03 1.90
C -0.84 -2.86 -0.66
O -0.25 -1.79 -1.05
C -1.38 -3.83 -1.53
Cl -1.26 -3.63 -3.25
C -2.02 -4.97 -1.08
H -1.75 -4.47 2.26
H -2.41 -5.68 -1.80
O 1.82 2.47 -0.37
Se 2.90 1.25 -0.73
O 3.57 1.74 -2.13
O 2.08 -0.45 -1.00
O 4.06 1.27 0.50
O -1.35 -0.43 0.30
O 0.97 1.02 -1.64
S -0.47 1.29 -1.44
C -1.29 1.11 -3.07
C -1.99 2.43 -3.39
C -1.07 3.52 -2.89
C -0.73 3.13 -1.45
H -1.98 0.27 -3.03
H -0.51 0.90 -3.80
H -2.95 2.48 -2.88
H -2.19 2.53 -4.47
H -1.53 4.51 -2.93
H -0.16 3.56 -3.49
H -1.57 3.35 -0.79
H 0.16 3.63 -1.08
*
```

Results
ΔE to the lowest compared entry with this formula, charge and spin ... 8.741 eV
Electronic energy ... -174518.5718 eV
Frontier orbital gap (alpha / beta) ... 0.242 / 0.239 Eh

natural (NBO) atomic charge list, values in e, 2 entries: number 1, Ir, carries 1.423; number 2, C, carries -0.689